(1)
# C17H21I2N8O3SW

A structure of composition C17H21I2N8O3SW (ωB97M-V/def2-TZVPD, OMol25).

XYZ file:
```
53
Properties=species:S:1:pos:R:3:forces:R:3
W -0.4207 -0.9716 -0.4549 0.1587 -0.2492 0.3198
I -0.2128 0.2650 -2.9301 -0.0373 0.0744 -0.2175
I -1.9352 -0.7045 -6.3946 0.0519 0.0200 0.1037
S -0.5420 -1.7847 1.7436 0.0314 0.1178 -0.1865
O 0.5002 -4.9070 -1.9005 -0.0082 0.0205 0.0056
O -0.6195 0.7838 0.1949 0.4197 0.1452 -0.0431
O 1.0264 2.3157 0.2391 0.0875 0.0492 0.0105
N -1.0746 2.9230 -0.3654 0.1469 0.2161 0.0421
N 1.7582 -0.7240 -0.3104 -0.2583 -0.3859 0.1843
N -2.3740 2.5376 -0.6891 0.0250 -0.0718 0.0338
N 3.8533 -0.3790 -0.3128 0.0993 -0.0927 0.0663
N 2.3797 -1.7407 0.3378 0.1545 -0.0314 0.0003
N -2.5571 -1.2523 -0.3363 0.0492 0.0765 -0.1256
N -0.0393 -2.6931 -1.2627 -0.1550 0.1990 0.0858
N 3.6316 -1.5463 0.3346 0.0073 0.2625 -0.0385
C -4.3557 -0.5666 1.1512 -0.1418 0.0262 0.0383
C 0.2416 -3.8270 -1.5848 0.0822 0.0113 -0.0335
C 5.3227 0.7396 2.0336 -0.0207 -0.0371 0.0305
C -3.4146 -1.3537 -1.3494 -0.3862 0.1438 0.0591
C -3.0283 -1.8903 -2.6855 0.0511 0.0374 0.0358
C -4.7917 -0.2703 2.4614 0.0493 0.0027 -0.0310
C 4.6421 2.5166 0.3820 -0.0538 0.0192 -0.0107
C -4.7727 -0.9864 -1.1754 0.1960 -0.0702 -0.0483
C -3.0303 -0.9578 0.9372 0.1391 -0.2165 -0.1065
C -0.1300 2.0515 0.0381 -0.4604 -0.4342 -0.1786
C -2.6174 -0.8723 3.2982 0.0134 0.0157 0.1182
C 5.4848 1.2669 0.6123 0.0740 0.0276 0.0177
C 2.6913 0.1153 -0.7070 -0.0353 0.0959 -0.0443
C -2.1574 -1.1425 2.0322 -0.1245 0.0675 -0.0592
C -3.9304 -0.4149 3.5140 0.0591 -0.0232 -0.0463
C -5.2213 -0.5551 0.0309 -0.0307 0.0407 0.0938
C 5.2099 0.1825 -0.4268 -0.1703 -0.1363 -0.0450
H -2.5261 2.6400 -1.6852 -0.0215 0.0015 -0.0079
H 4.9489 3.3086 1.0646 0.0263 -0.0087 -0.0020
H 6.5371 1.5224 0.4535 -0.0110 0.0296 0.0138
H 5.5783 1.5150 2.7549 0.0135 0.0074 -0.0118
H -3.6872 -2.7338 -2.9031 0.0084 0.0001 -0.0217
H 4.7491 2.8988 -0.6358 0.0046 -0.0112 -0.0016
H 4.2891 0.4438 2.2299 0.0003 0.0165 0.0047
H -4.2570 -0.2031 4.5226 -0.0024 0.0009 0.0010
H 5.8758 -0.6692 -0.3030 0.0126 0.0097 0.0101
H 3.5816 2.3350 0.5748 0.0058 -0.0076 -0.0048
H -0.7316 3.8483 -0.5810 -0.0668 0.0207 0.0141
H 5.3085 0.5571 -1.4451 0.0312 0.0475 0.0186
H -3.1977 -1.1385 -3.4572 0.0082 -0.0011 -0.0168
H -5.8143 0.0490 2.6148 -0.0016 -0.0046 0.0049
H -6.2513 -0.2449 0.1600 0.0008 -0.0139 0.0070
H 5.9607 -0.1240 2.2259 -0.0020 -0.0047 -0.0238
H -1.9995 -2.2200 -2.7440 0.0224 -0.0129 0.0135
H -1.9576 -1.0276 4.1423 -0.0086 0.0062 0.0007
H -5.4296 -1.0545 -2.0311 -0.0040 0.0027 0.0022
H -3.0320 3.1048 -0.1712 -0.0231 0.0121 -0.0258
H 2.5380 1.0355 -1.2420 -0.0063 -0.0110 -0.0056
```
Positions in Å, forces in eV/Å.

The multiplicity is 3. The highest occupied orbital energy (spin up / spin down) is -0.4137 / -0.4208 hartree. The expectation value of S² is 2.011. The calculated total energy is -2384.7307 hartree. The value obtained for the lowest unoccupied orbital energy (spin up / spin down) is -4.759 / -5.177 eV. Its net charge is +1. Its HOMO-LUMO gap (spin up / spin down) is 6.50 / 6.27 eV.

=====

(2)
# C17H21N3O2

The molecule C17H21N3O2 in a non-equilibrium geometry (ωB97M-V/def2-TZVPD, OMol25).

XYZ file:
```
43
Properties=species:S:1:pos:R:3:forces:R:3
O -1.9809 1.9002 1.0922 -1.0615 -2.5489 -2.2839
O -0.0511 -2.7433 0.8305 2.3499 -0.3106 -0.1533
N 2.3602 -0.3017 0.3955 -11.0895 8.9720 3.0751
N -3.1778 0.6014 -0.5732 -0.4579 10.6044 6.1952
N 1.1198 -0.6928 0.5978 4.8884 -5.0662 0.0285
C 6.8193 1.7476 -0.1711 2.3045 -3.3907 -6.5951
C 4.5886 0.0824 -0.0945 3.9361 6.5812 3.3363
C 4.5912 1.4353 0.7603 14.5036 -6.9960 -11.5146
C -2.0953 0.9814 0.2495 0.7344 0.1265 -2.3776
C -6.2439 -0.1059 -0.3164 -6.2192 4.6622 3.0852
C -5.6289 -1.2073 -0.9873 -1.0782 -3.9985 1.7090
C 0.0021 0.2046 1.0561 -1.0930 -8.2356 -4.1780
C -0.9320 0.1219 -0.2608 -0.9068 0.7591 5.9365
C 1.1118 -2.3299 0.6374 -11.1392 6.6476 1.7109
C -5.3211 0.8449 0.5404 -7.9155 -0.4642 1.1085
C -4.3574 1.5078 -0.2299 1.2454 1.6579 -3.2433
C 3.4621 -0.6531 0.2296 4.7630 -10.8313 -3.9893
C 5.8188 2.2508 0.4919 -6.3011 -6.5348 0.6692
C 6.8108 0.6305 -1.2041 -5.1381 -0.0948 7.4001
C 5.7825 -0.3192 -0.8048 -1.5856 -1.2670 -2.5292
C 3.4479 -2.1794 -0.0529 -4.5724 2.5064 4.2526
C 2.2407 -2.8841 0.3973 10.0730 2.7688 -3.4174
H -6.5449 -1.8001 -1.2953 1.5504 -0.0163 -0.1320
H -7.2743 -0.4175 0.4240 3.2991 0.3197 -1.7074
H -6.9301 0.5963 -1.0093 1.8736 -1.5152 0.7899
H 3.8919 1.7815 1.1604 -10.8964 4.7739 6.4017
H -0.4750 -0.4958 1.7559 -0.0159 1.0391 0.5600
H -5.1533 -0.8444 -1.8355 1.4187 0.0570 -1.6654
H -4.1398 2.3497 0.3771 1.8985 0.5906 0.4019
H 0.4326 1.0420 1.3398 1.2947 4.2017 1.3358
H -1.3545 -0.8647 -0.4656 0.7376 -0.1448 0.3444
H 5.6628 -1.4787 -1.3045 0.6781 3.5183 1.2224
H -6.1027 1.4866 1.3795 2.5163 -1.3407 -2.8988
H 7.6764 2.2827 -0.3636 1.9167 1.7057 0.3226
H 5.9066 3.0640 0.9864 0.6914 5.6067 3.2524
H -0.3442 0.4432 -1.0232 1.0855 1.4629 -2.5439
H 7.6673 0.2796 -1.6119 2.4984 -0.6178 -1.6291
H 4.3533 -2.6293 -0.0230 2.5049 -2.2079 -0.8160
H -4.7707 2.0761 -1.1293 0.3598 -1.3525 0.5615
H 2.3684 -3.8213 0.1435 -0.2439 -5.1345 -0.2465
H -3.2997 -0.1948 -0.9834 -0.5362 -5.7086 -2.7641
H -4.9551 0.1269 1.1317 2.2623 -2.1797 2.8719
H -4.9824 -1.8742 -0.2370 -1.1338 1.3951 -1.8868
```
Positions in Å, forces in eV/Å.

The multiplicity is 1. The highest occupied orbital energy is -0.2956 hartree. The calculated total energy is -974.6407 hartree. The value obtained for the lowest unoccupied orbital energy is -0.651 eV. Its SMILES is CCCCNC(=O)CCn1nc(-c2ccccc2)ccc1=O. Its HOMO-LUMO gap is 7.39 eV.

=====

(3)
# C17H21N3O5S

The molecule C17H21N3O5S in a non-equilibrium geometry (ωB97M-V/def2-TZVPD, OMol25).

XYZ file:
```
47
Properties=species:S:1:pos:R:3:forces:R:3
S -3.7736 0.8420 -0.0706 0.3079 -0.0336 0.0058
O 1.5867 3.4187 0.0249 -0.1627 -0.3563 -0.0038
O 1.1755 -0.7452 -0.0396 0.0126 -0.1496 -0.0030
O -4.4524 1.2422 1.1297 0.1931 -0.1758 0.0401
O -4.3631 1.1725 -1.3372 0.1786 -0.1889 -0.0294
O 5.9421 -0.0712 -0.0227 0.3423 -0.7390 -0.0049
N -3.4509 -0.7697 -0.0168 -0.3479 1.0490 -0.0407
N 4.9744 0.8788 -0.0098 -0.9483 0.8939 0.0157
N 2.6530 0.9715 -0.0179 0.1279 0.4513 0.0029
C 6.2676 -2.4764 -0.0515 0.0290 0.1625 0.0842
C -3.5265 -1.5780 -1.2087 0.1943 -0.0978 -0.7187
C -2.4111 -2.6231 -1.1946 -0.2861 -0.0472 0.1227
C 0.3546 2.8433 0.0069 -0.1942 -0.2775 -0.0071
C -2.0620 2.9851 -0.0063 0.0598 0.0480 0.0050
C -0.8214 3.5953 0.0133 0.0563 0.1396 -0.0014
C -3.5550 -1.4957 1.2246 0.1880 -0.0568 0.7236
C -0.9981 0.8531 -0.0391 0.2181 -0.0182 -0.0001
C 3.8215 0.2459 -0.0247 0.9575 -0.6488 0.0094
C 0.2678 1.4361 -0.0184 -0.2642 0.2758 -0.0005
C 1.3952 0.4507 -0.0262 0.1730 0.0834 0.0050
C 5.3773 -1.2901 -0.0453 -0.7776 0.0999 -0.0343
C 4.0184 -1.1597 -0.0482 0.5161 0.0473 -0.0091
C -2.4982 -3.4528 0.0854 0.2728 0.1250 -0.0014
C -2.1459 1.6068 -0.0330 -0.4934 -0.3773 -0.0016
C 1.7077 4.8263 0.0453 0.0900 0.3138 0.0047
C -2.4388 -2.5367 1.3067 -0.2842 -0.0572 -0.1222
H -3.4390 -4.0086 0.0943 -0.0373 -0.0901 0.0031
H -3.4423 -0.9043 -2.0611 -0.0590 -0.2073 -0.0878
H -2.5079 -3.2647 -2.0715 0.0240 0.0284 -0.0504
H 1.2559 5.2533 0.9444 -0.0003 -0.0454 -0.0431
H 7.2711 -2.1762 -0.3407 0.0700 -0.0643 -0.0400
H -0.7741 4.6717 0.0337 0.0200 0.0841 0.0029
H -1.4394 -2.1288 -1.2400 0.0628 0.0367 -0.0653
H -3.4912 -0.7664 2.0319 -0.0594 -0.2001 0.1043
H 2.7735 1.9758 -0.0038 -0.1872 -0.0616 -0.0020
H -1.4696 -2.0365 1.3374 0.0635 0.0421 0.0629
H -4.5319 -1.9976 1.2881 0.0452 0.0841 0.0058
H -2.9683 3.5687 -0.0001 -0.0614 0.1974 0.0060
H -2.5532 -3.1166 2.2236 0.0241 0.0319 0.0486
H 1.2638 5.2785 -0.8453 -0.0005 -0.0462 0.0422
H 6.3083 -2.9213 0.9421 0.0537 -0.0345 0.0207
H 2.7792 5.0204 0.0529 -0.1056 0.0390 0.0004
H -1.0539 -0.2234 -0.0592 0.0641 -0.0430 0.0033
H 5.8919 -3.2238 -0.7457 0.0272 -0.0323 -0.0347
H -4.5025 -2.0829 -1.2612 0.0463 0.0811 -0.0091
H -1.6790 -4.1726 0.1193 -0.0583 -0.0732 0.0019
H 3.2637 -1.9144 -0.0651 -0.0904 -0.1923 -0.0103
```
Positions in Å, forces in eV/Å.

The multiplicity is 1. The highest occupied orbital energy is -0.3375 hartree. The calculated total energy is -1599.0282 hartree. The value obtained for the lowest unoccupied orbital energy is 0.127 eV. Its SMILES is COc1ccc(S(=O)(=O)N2CCCCC2)cc1C(=O)Nc1cc(C)on1. Its HOMO-LUMO gap is 9.31 eV.

=====

(4)
# C17H21N5NaO5S2

A structure of composition C17H21N5NaO5S2 in a non-equilibrium geometry (ωB97M-V/def2-TZVPD, OMol25).

XYZ file:
```
51
Properties=species:S:1:pos:R:3:forces:R:3
S -3.1672 4.0018 0.2783 -0.3275 0.2075 0.0186
S -3.1206 1.0289 0.5355 0.4812 0.5657 -0.0467
Na -0.5744 0.3888 -0.4951 -0.8328 -0.1580 0.6090
O 1.5850 0.4028 -0.0359 0.3187 0.0185 -0.2047
O 2.2386 0.0338 -3.4470 -0.0085 0.0282 0.0624
O 1.2552 1.7208 3.2356 -0.2259 -0.2201 -0.0412
O 0.1275 0.0687 2.2265 0.0069 -0.0813 -0.0779
O 0.2386 0.1755 -2.4140 0.5230 -0.0897 -0.4050
N 0.8073 -4.1804 0.3065 -0.0219 0.0000 -0.0244
N -0.9357 2.6940 0.3358 -0.4810 0.1147 -0.1091
N -1.5846 -4.1202 0.8020 0.0486 -0.0037 -0.0184
N -0.4876 -2.1819 -0.1741 -0.1709 0.1010 -0.1531
N -0.8184 -4.1841 -1.5147 0.0495 -0.0044 0.0388
C 0.8422 5.9133 -0.1454 -0.0036 0.0573 -0.0055
C 0.8030 -2.7114 0.2647 -0.0156 0.0909 0.0013
C -1.8398 -4.6099 -0.5565 -0.0153 -0.0028 -0.0040
C 0.6666 4.5516 0.0225 -0.0543 0.0390 -0.0053
C -1.7122 4.9186 0.1211 0.0423 0.1298 -0.0218
C -0.6228 4.0343 0.1622 0.0930 -0.2439 0.0680
C -1.5256 -2.6527 0.7472 0.0708 0.0734 0.0176
C -0.7747 -2.7152 -1.5151 0.0055 0.0451 0.0518
C 0.4798 -4.6693 -1.0385 -0.0249 0.0095 -0.0075
C 1.0160 0.8720 2.2089 0.1691 0.1807 0.0649
C -0.2636 -4.6061 1.2118 -0.0231 -0.0022 0.0077
C -1.5369 6.2867 -0.0446 0.0025 -0.0175 0.0073
C -0.2507 6.7831 -0.1772 0.0448 -0.0704 0.0030
C 2.0336 1.0579 1.1062 -0.0425 -0.0027 0.1098
C 1.4926 0.2866 -2.4937 -0.1493 -0.1281 -0.3168
C 2.1994 0.8669 -1.2535 0.1697 0.1025 0.4354
C -2.2489 2.5142 0.3935 0.1696 -0.6827 0.1082
H 3.2570 0.5963 -1.2581 0.0053 -0.0302 -0.0340
H -0.2845 -5.6988 1.2428 0.0008 -0.0053 0.0023
H 1.5755 -2.3609 -0.4218 0.0082 -0.0406 -0.0071
H -1.3125 -2.2552 1.7414 -0.0144 -0.0246 0.0023
H 0.4644 -5.7624 -1.0205 -0.0014 -0.0045 0.0029
H -1.7384 -2.3255 -1.8490 -0.0118 -0.0188 0.0088
H -2.4897 -2.2586 0.4212 -0.0105 -0.0246 0.0036
H 1.8427 6.3119 -0.2609 0.0025 -0.0090 -0.0007
H 2.1053 1.9601 -1.2818 0.0601 0.0035 -0.1000
H 0.5387 1.5428 3.8679 0.1357 0.1181 -0.0005
H -0.0133 -2.3576 -2.2082 0.0075 -0.0229 -0.0025
H -2.3909 6.9520 -0.0761 -0.0014 -0.0088 -0.0017
H 2.9902 0.6556 1.4718 0.0201 0.0013 -0.0448
H -0.0485 -4.2299 2.2145 0.0085 0.0011 0.0024
H -0.0929 7.8451 -0.3158 -0.0003 0.0011 0.0085
H -2.8112 -4.2367 -0.8876 0.0001 0.0054 0.0017
H 1.5157 3.8827 0.0295 0.0103 0.0133 -0.0038
H 1.2542 -4.3391 -1.7332 0.0043 0.0082 0.0045
H -1.8730 -5.7027 -0.5364 0.0055 -0.0048 0.0019
H 1.0169 -2.3184 1.2607 0.0076 -0.0238 0.0048
H 2.1724 2.1303 0.9464 -0.0350 0.0095 -0.0107
```
Positions in Å, forces in eV/Å.

The multiplicity is 1. The highest occupied orbital energy is -0.1683 hartree. The calculated total energy is -2269.2590 hartree. The value obtained for the lowest unoccupied orbital energy is 2.170 eV. Its net charge is -1. Its HOMO-LUMO gap is 6.75 eV.

=====

> The highest calculated total energy belongs to which entry?

C17H21N3O2

=====

> The lowest calculated total energy belongs to which entry?

C17H21I2N8O3SW